(1)
Entry from the OMol25 dataset: a single C4H4N2O2 molecule at a distorted geometry (wB97M-V/def2-TZVPD).

Results
Gap between HOMO and LUMO in eV: 8.4
HOMO level in eV: -8.942
ΔE to the lowest compared entry with this formula, charge and spin in kJ/mol: 359.9
Structure (SMILES): O/C=C1\C=C(O)N=N1
Energy in Ha: -414.7091

Geometry as XYZ:
```
12
Properties=species:S:1:pos:R:3:forces:R:3:nbo_charge:R:1
C 1.086 1.574 0.184 0.8 -0.9 0.0 0.3186
C 0.353 0.465 -0.236 0.9 2.5 2.8 -0.0718
C -0.553 -0.422 0.549 0.0 2.6 0.2 -0.3617
C -0.745 -1.309 -0.416 -0.5 -2.9 1.6 0.3636
H 0.139 2.298 1.876 3.4 -0.1 -2.6 0.5032
H 2.055 1.763 -0.319 -1.0 0.2 -0.3 0.2029
H -1.040 -0.350 1.582 1.1 0.0 -1.9 0.2495
H -1.627 -2.676 -1.219 0.2 -0.5 2.1 0.4863
N 0.016 -1.151 -1.542 -0.4 -0.5 -1.6 -0.2489
N 0.674 -0.067 -1.489 -0.2 0.1 1.4 -0.1467
O 1.053 2.369 1.273 -3.8 -0.9 1.6 -0.6380
O -1.410 -2.494 -0.242 -0.5 0.5 -3.2 -0.6571
```
Positions in Å, forces in eV/Å.

(2)
Entry from the OMol25 dataset: a molecular structure, C4H4N2O2 at a distorted geometry (wB97M-V/def2-TZVPD).

Results
Gap between HOMO and LUMO in eV: 9.5
HOMO level in eV: -10.682
ΔE to the lowest compared entry with this formula, charge and spin in kJ/mol: 575.5
Energy in Ha: -414.6270

Geometry as XYZ:
```
12
Properties=species:S:1:pos:R:3:forces:R:3:nbo_charge:R:1
C -0.409 0.772 0.302 -3.6 3.1 1.2 -0.0293
C -1.819 0.216 -0.117 -1.1 -0.3 0.3 0.0801
C 0.269 -0.437 0.024 2.5 -5.1 1.8 0.0342
C 1.735 -0.937 0.006 3.3 6.2 -1.1 0.4067
H 1.286 1.214 -0.470 -3.8 3.8 -0.2 0.5096
H -0.691 1.280 1.378 1.1 -2.2 -1.7 0.2383
H -2.778 0.715 -0.111 0.1 0.7 0.1 0.2098
H 1.835 -2.005 -0.035 0.2 -0.6 0.2 0.1879
N -1.922 -1.058 -0.240 3.1 1.2 0.1 -0.2351
N -0.447 -1.467 -0.199 -1.9 -0.4 -0.5 -0.1788
O 0.190 1.816 -0.399 5.3 -2.6 -1.0 -0.6883
O 2.752 -0.107 -0.139 -5.3 -3.8 0.8 -0.5350
```
Positions in Å, forces in eV/Å.

(3)
Entry from the OMol25 dataset: a molecular structure, C4H4N2O2 at a distorted geometry (wB97M-V/def2-TZVPD).

Results
Gap between HOMO and LUMO in eV: 9.1
HOMO level in eV: -8.354
ΔE to the lowest compared entry with this formula, charge and spin in kJ/mol: 516.3
Energy in Ha: -414.6495

Geometry as XYZ:
```
12
Properties=species:S:1:pos:R:3:forces:R:3:nbo_charge:R:1
C 1.972 -0.277 0.141 2.1 2.4 0.4 0.2064
C -0.097 -0.745 -0.099 -1.8 -3.9 0.0 0.5757
C -2.024 -0.239 0.111 -4.1 3.3 -0.6 -0.0233
C -1.364 1.025 -0.002 0.6 1.3 -1.7 -0.2409
H 2.742 -0.095 -0.646 0.0 -1.1 1.0 0.1948
H 2.353 -0.344 1.241 -0.6 -0.2 -1.9 0.1740
H -3.134 -0.311 0.277 1.3 0.0 -0.5 0.2064
H -1.452 2.041 -0.719 -0.5 -2.9 2.8 0.2531
N -1.291 -1.326 -0.014 2.1 -0.1 0.6 -0.4780
N -0.053 0.504 -0.071 -0.3 4.9 0.0 -0.0882
O 1.082 -1.258 -0.217 2.8 -2.6 0.0 -0.4473
O 1.266 1.024 -0.001 -1.6 -1.2 -0.1 -0.3327
```
Positions in Å, forces in eV/Å.

(4)
Entry from the OMol25 dataset: 2 unconnected molecules or ions with the total composition C4H4N2O3 at a distorted geometry (wB97M-V/def2-TZVPD).

Results
Multiplicity: 3
Gap between HOMO and LUMO (spin up / spin down) in eV: 6.7 / 6.8
HOMO level (spin up / spin down) in eV: -6.251 / -9.247
ΔE to the lowest compared entry with this formula, charge and spin in kJ/mol: 214.0
Energy in Ha: -489.8834

Geometry as XYZ:
```
13
Properties=species:S:1:pos:R:3:forces:R:3:lowdin_spin:R:1
C 1.703 -0.507 0.562 0.0 -0.8 -1.1 0.5089
C 0.627 0.149 0.054 -0.6 1.4 0.8 0.4065
C 3.719 1.265 -0.284 0.3 -0.1 0.3 0.0049
C -0.311 -0.341 -0.960 1.4 -1.0 -2.6 0.0741
N 2.631 -2.675 0.489 2.2 -5.0 0.2 0.5613
N 2.097 -1.698 0.374 -1.5 4.3 0.6 0.2573
O 3.252 2.182 0.198 -1.2 2.4 1.0 0.0045
O 4.245 0.351 -0.707 1.3 -2.1 -1.4 -0.0001
O 0.430 1.449 0.417 -0.9 0.5 -0.5 0.1361
H -0.874 -1.188 -0.628 0.0 -1.1 0.2 0.0143
H -1.069 0.347 -1.191 -0.7 1.5 0.0 0.0045
H 0.169 -0.558 -2.013 -0.7 0.0 2.0 0.0185
H 0.647 1.637 1.324 0.4 -0.1 0.5 0.0092
```
Positions in Å, forces in eV/Å.

(5)
Entry from the OMol25 dataset: 2 unconnected molecules or ions with the total composition C4H4N2O4 at a distorted geometry (wB97M-V/def2-TZVPD).

Results
Multiplicity: 3
Gap between HOMO and LUMO (spin up / spin down) in eV: 8.5 / 7.9
HOMO level (spin up / spin down) in eV: -8.028 / -9.917
Energy in Ha: -565.0955

Geometry as XYZ:
```
14
Properties=species:S:1:pos:R:3:forces:R:3:lowdin_spin:R:1
C -0.408 1.309 0.510 0.5 -2.4 0.6 0.1077
C 0.290 0.239 1.827 -4.0 0.4 -4.7 0.1610
C 2.650 -0.653 -0.718 -1.2 -1.4 -2.0 0.0016
C -1.296 0.353 -0.228 -1.3 0.3 -1.5 0.0432
N 2.248 -0.270 0.318 0.1 2.5 1.3 0.0090
N 0.827 1.185 2.454 3.4 0.7 5.4 0.5686
O 2.668 -1.041 -1.801 1.4 -0.2 -1.8 0.0013
O 0.012 -0.943 1.844 1.0 1.1 1.0 0.2251
O 0.973 2.384 2.416 0.1 -0.2 0.0 0.7600
O -0.167 2.468 0.485 -0.9 -0.9 -1.1 0.1155
H -1.845 -0.268 0.575 0.4 1.2 -1.6 -0.0009
H -0.860 -0.390 -0.956 0.4 0.8 1.3 0.0000
H -1.860 1.014 -0.950 -0.4 -0.9 1.1 0.0058
H 2.285 -0.714 1.170 0.4 -1.1 2.0 0.0021
```
Positions in Å, forces in eV/Å.

(6)
Entry from the OMol25 dataset: a single C4H4N2OS molecule at a distorted geometry (wB97M-V/def2-TZVPD).

Results
Gap between HOMO and LUMO in eV: 9.6
HOMO level in eV: -9.213
ΔE to the lowest compared entry with this formula, charge and spin in kJ/mol: 234.7
Structure (SMILES): S/N=C\c1cnoc1
Energy in Ha: -737.6801

Geometry as XYZ:
```
12
Properties=species:S:1:pos:R:3:forces:R:3:nbo_charge:R:1
C 0.400 -0.683 1.034 0.0 0.3 -0.5 0.0804
C -0.404 0.178 0.150 -0.4 0.1 0.0 -0.2711
C -1.707 0.689 0.493 -0.3 0.3 -0.6 -0.0174
C -0.241 0.665 -1.118 -0.3 0.2 0.1 0.1672
H 3.429 -1.684 -0.337 -0.1 0.0 0.1 0.1293
H -0.067 -0.897 1.991 0.1 0.0 0.1 0.1938
H -2.266 0.575 1.421 0.2 0.0 -0.3 0.2256
H 0.546 0.618 -1.845 0.1 -0.1 -0.1 0.2286
N 1.541 -1.221 0.850 0.1 0.0 -0.4 -0.5186
N -2.245 1.382 -0.487 0.4 -0.5 1.0 -0.1048
O -1.312 1.379 -1.497 0.5 -0.4 0.1 -0.2667
S 2.325 -0.999 -0.657 -0.3 0.1 0.4 0.1537
```
Positions in Å, forces in eV/Å.

(7)
Entry from the OMol25 dataset: a single C4H4N2OS molecule at a distorted geometry (wB97M-V/def2-TZVPD).

Results
Gap between HOMO and LUMO in eV: 9.7
HOMO level in eV: -9.393
ΔE to the lowest compared entry with this formula, charge and spin in kJ/mol: 177.6
Structure (SMILES): O=C1N=CSC=CN1
Energy in Ha: -737.7018

Geometry as XYZ:
```
12
Properties=species:S:1:pos:R:3:forces:R:3:nbo_charge:R:1
C 1.428 -0.420 -0.285 2.5 -3.7 0.3 0.7474
C -0.323 1.259 0.177 1.7 1.5 -1.1 -0.0151
C -1.463 0.635 0.062 -2.0 -0.2 -0.3 -0.3786
C -0.433 -1.747 0.308 -3.2 -0.5 2.4 0.0198
H 1.635 1.310 -0.893 -2.2 0.0 1.3 0.4441
H -0.167 2.289 0.482 -0.6 -0.1 0.4 0.2197
H -2.388 1.166 0.377 0.7 -0.9 -0.1 0.2426
H -0.977 -2.285 1.236 1.1 0.5 -2.5 0.2092
N 0.842 0.764 -0.404 2.5 1.4 -1.2 -0.6281
N 0.740 -1.439 0.464 2.7 1.1 0.2 -0.4336
O 2.603 -0.633 -0.649 -2.5 0.7 0.3 -0.6170
S -1.497 -0.900 -0.875 -0.7 0.3 0.4 0.1896
```
Positions in Å, forces in eV/Å.

(8)
Entry from the OMol25 dataset: a single C4H4N2OS molecule at a distorted geometry (wB97M-V/def2-TZVPD).

Results
Gap between HOMO and LUMO in eV: 8.4
HOMO level in eV: -8.237
ΔE to the lowest compared entry with this formula, charge and spin in kJ/mol: 291.7
Structure (SMILES): S/N=c1\ccocn1
Energy in Ha: -737.6584

Geometry as XYZ:
```
12
Properties=species:S:1:pos:R:3:forces:R:3:nbo_charge:R:1
C -0.069 -0.386 0.043 -4.9 1.7 -0.1 0.3234
C 0.389 1.122 0.119 -1.6 -0.2 2.5 -0.3604
C 1.703 1.321 -0.022 -1.7 -1.1 -0.1 0.1532
C 2.115 -0.958 0.125 0.0 0.2 -2.7 0.4011
H -3.602 -0.617 -0.362 -0.8 -1.3 -0.4 0.1084
H -0.241 2.009 0.745 1.5 -2.7 -2.4 0.2583
H 2.154 2.248 0.041 1.0 1.7 0.1 0.1955
H 2.906 -1.676 0.026 0.6 0.0 0.6 0.1893
N -1.368 -0.801 -0.036 3.9 0.8 0.2 -0.5668
N 0.918 -1.380 0.104 0.0 1.3 0.9 -0.4252
O 2.578 0.321 -0.254 -0.1 -1.6 1.0 -0.4669
S -2.720 0.259 -0.030 2.4 1.3 0.4 0.1900
```
Positions in Å, forces in eV/Å.

(9)
Entry from the OMol25 dataset: a single C4H4N2OS molecule at a distorted geometry (wB97M-V/def2-TZVPD).

Results
Gap between HOMO and LUMO in eV: 9.1
HOMO level in eV: -9.287
ΔE to the lowest compared entry with this formula, charge and spin in kJ/mol: 329.2
Structure (SMILES): O=C1N=CSC=CN1
Energy in Ha: -737.6441

Geometry as XYZ:
```
12
Properties=species:S:1:pos:R:3:forces:R:3:nbo_charge:R:1
C -0.692 -1.450 -0.450 0.7 0.2 -1.2 0.7916
C 0.939 -0.012 1.065 -2.4 4.2 1.3 -0.0036
C 1.011 1.336 0.565 -1.7 -3.4 3.4 -0.4328
C -0.910 0.911 -1.384 3.3 -1.8 1.1 0.1014
H 0.858 -1.987 0.801 0.7 -2.6 1.1 0.4005
H 0.765 0.058 2.257 0.9 -1.0 -2.6 0.2016
H 0.737 2.117 1.536 1.3 -1.7 -3.5 0.2578
H -1.635 1.537 -1.793 -1.0 1.4 -0.7 0.1946
N 0.484 -1.199 0.408 -1.9 2.2 -1.7 -0.6457
N -1.232 -0.251 -1.077 -1.3 -1.9 1.2 -0.4848
O -1.196 -2.556 -0.728 2.3 3.5 1.5 -0.5396
S 0.871 1.495 -1.199 -0.9 0.9 0.2 0.1590
```
Positions in Å, forces in eV/Å.

(10)
Entry from the OMol25 dataset: a molecular structure, C4H4N2S at a distorted geometry (wB97M-V/def2-TZVPD).

Results
Gap between HOMO and LUMO in eV: 8.3
HOMO level in eV: -10.172
ΔE to the lowest compared entry with this formula, charge and spin in kJ/mol: 256.7
Energy in Ha: -662.4278

Geometry as XYZ:
```
11
Properties=species:S:1:pos:R:3:forces:R:3:nbo_charge:R:1
C 0.208 -1.546 -1.288 -0.8 0.6 1.3 0.2227
C -1.193 -1.591 0.665 0.0 0.3 0.5 0.2362
C 0.701 0.129 0.453 0.0 -1.1 0.0 -0.6184
C -0.308 -0.832 -0.190 -2.6 2.2 -0.7 -0.1307
N 0.629 -2.144 -2.144 1.2 -1.6 -2.4 -0.2403
N -1.916 -2.060 1.427 0.3 -0.1 -0.2 -0.2406
S -1.892 0.485 -1.209 1.1 -0.7 0.6 -0.1298
H 0.659 1.142 0.115 -0.5 0.6 -0.3 0.2547
H 1.647 -0.255 0.100 0.5 0.0 0.2 0.2408
H 0.673 0.089 1.536 -0.2 0.0 0.1 0.2451
H -2.531 -0.157 -2.262 0.9 -0.2 0.9 0.1601
```
Positions in Å, forces in eV/Å.

(11)
Entry from the OMol25 dataset: a single C4H4N4 molecule at a distorted geometry (wB97M-V/def2-TZVPD).

Results
Gap between HOMO and LUMO in eV: 9.2
HOMO level in eV: -9.335
ΔE to the lowest compared entry with this formula, charge and spin in kJ/mol: 456.2
Structure (SMILES): C1=NN=C2NN=C[C@@H]12
Energy in Ha: -373.6711

Geometry as XYZ:
```
12
Properties=species:S:1:pos:R:3:forces:R:3:nbo_charge:R:1
C 1.159 0.806 -0.151 2.4 0.8 -1.9 0.0381
C -0.189 0.517 0.529 1.2 1.6 -1.5 -0.4495
C -1.540 0.656 -0.250 -1.2 1.9 1.5 0.0615
C -0.171 -0.945 0.225 2.4 -1.1 2.1 0.4044
H 1.639 -1.976 -0.344 0.6 -5.0 -2.2 0.3812
H 1.675 1.788 -0.310 -1.2 -0.7 0.0 0.2100
H -0.071 1.081 1.576 -1.0 -1.8 -2.0 0.3081
H -2.180 1.455 -0.557 0.5 1.4 0.3 0.2131
N 1.265 -1.299 0.166 -2.8 2.8 1.0 -0.4633
N 1.912 -0.215 -0.510 -2.9 2.6 3.4 -0.1982
N -2.218 -0.412 -0.279 0.9 -0.5 -0.4 -0.2089
N -1.282 -1.457 -0.094 1.2 -2.2 -0.3 -0.2964
```
Positions in Å, forces in eV/Å.

(12)
Entry from the OMol25 dataset: a molecular structure, C4H4N4 at a distorted geometry (wB97M-V/def2-TZVPD).

Results
Gap between HOMO and LUMO in eV: 9.4
HOMO level in eV: -8.712
ΔE to the lowest compared entry with this formula, charge and spin in kJ/mol: 171.4
Energy in Ha: -373.7796

Geometry as XYZ:
```
12
Properties=species:S:1:pos:R:3:forces:R:3:nbo_charge:R:1
C -0.280 -0.474 -1.662 -0.7 -1.6 0.7 -0.0205
C 0.815 0.226 0.029 0.0 0.7 -0.8 0.5495
N 1.583 1.006 0.826 0.1 -0.2 0.4 -0.8001
C -0.965 -0.965 -0.571 1.5 -0.9 -3.1 -0.1631
N 0.824 0.216 -1.285 0.8 0.7 0.9 -0.4856
N -0.145 -0.621 0.552 -3.3 0.6 0.4 -0.4224
C -1.275 -0.084 1.206 2.4 0.3 2.5 0.3860
N -1.919 0.322 2.078 -0.5 0.0 -0.8 -0.3351
H -0.396 -0.762 -2.693 -0.4 0.3 -0.1 0.2178
H 2.229 1.599 0.331 -0.2 0.1 0.2 0.4153
H 1.209 1.305 1.726 0.3 -0.2 -0.5 0.4133
H -1.680 -1.767 -0.538 -0.1 0.1 0.3 0.2449
```
Positions in Å, forces in eV/Å.